This record from the Open Molecules 2025 dataset describes a molecular structure, C24H21N5O5S3Yb at a distorted geometry. The level of theory is wB97M-V/def2-TZVPD.

```
59
Properties=species:S:1:pos:R:3:forces:R:3
Yb 0.0386 1.4776 -0.3463 -1.10 1.03 -0.96
O 3.6551 0.3186 -2.2101 -0.03 -0.01 -0.07
C 2.7479 0.9488 -1.6952 0.04 0.16 0.00
O 1.4808 0.8280 -1.8828 0.30 -0.08 0.02
C 3.0952 2.0333 -0.6687 -0.01 0.07 -0.09
C 4.3785 2.3746 -0.2782 0.03 0.00 0.05
C 4.5220 3.3380 0.7112 -0.02 -0.01 -0.01
C 3.4002 3.9393 1.2728 0.08 0.04 -0.02
C 2.1558 3.5515 0.8128 -0.14 0.08 -0.15
N 2.0360 2.6333 -0.1392 0.40 -0.07 0.18
C 0.8133 4.1265 1.2657 0.01 -0.11 0.06
O 0.8066 5.2176 1.8365 0.00 0.00 0.07
O -0.1914 3.4189 0.9345 0.08 -0.11 0.03
H 5.2196 1.8751 -0.7373 0.00 -0.02 0.02
H 5.5113 3.6207 1.0505 0.00 -0.01 0.01
H 3.4721 4.6901 2.0470 -0.02 0.02 -0.02
C 0.8892 -3.0204 -0.7277 -0.01 0.03 0.03
C 0.7421 -1.6388 -0.1525 -0.23 -0.08 0.18
N -0.2700 -0.8846 -0.4265 0.01 -0.14 -0.31
N -1.2586 -1.4311 -1.2350 -0.03 -0.04 0.00
C -2.2721 -0.6603 -1.4291 -0.05 -0.07 0.02
S -2.5783 0.9395 -0.8354 -0.08 -0.11 -0.02
S -3.5828 -1.2831 -2.4550 0.01 -0.03 0.11
C -3.2645 -3.0805 -2.4213 0.04 0.18 0.01
C -3.8109 -3.7302 -1.1823 0.01 0.06 0.02
C -2.9991 -3.9155 -0.0671 0.00 -0.09 0.06
C -3.5173 -4.4612 1.0997 -0.01 0.00 -0.03
C -4.8504 -4.8392 1.1632 -0.01 0.02 -0.01
C -5.6657 -4.6641 0.0526 0.00 0.00 0.00
C -5.1497 -4.1060 -1.1064 0.04 -0.01 -0.02
C 1.7847 -1.1450 0.7664 0.01 0.04 -0.12
C 2.9873 -1.8549 0.8907 0.01 0.00 -0.04
C 3.9820 -1.4709 1.7636 0.02 0.03 0.04
C 3.7851 -0.3396 2.5584 -0.02 0.01 -0.04
C 2.6169 0.3811 2.4678 0.02 -0.02 0.04
C 1.5918 0.0143 1.5708 -0.15 -0.32 0.16
O 0.5030 0.7359 1.5051 0.72 -0.31 1.19
H -0.0101 -3.2980 -1.2641 0.02 -0.02 -0.02
H 1.0966 -3.7486 0.0567 0.03 0.00 -0.01
H 1.7253 -3.0232 -1.4306 0.01 -0.01 0.01
H -2.1873 -3.2016 -2.4969 0.01 -0.09 -0.06
H -3.7368 -3.4723 -3.3221 -0.02 -0.01 0.01
H -1.9608 -3.6135 -0.1129 -0.05 0.02 0.00
H -2.8765 -4.5826 1.9640 0.01 -0.01 0.00
H -5.2558 -5.2594 2.0751 0.00 -0.01 0.00
H -6.7074 -4.9579 0.0914 -0.01 0.01 0.01
H -5.7935 -3.9455 -1.9641 -0.01 -0.02 0.00
H 3.1507 -2.7232 0.2668 0.01 0.00 0.01
H 4.9024 -2.0357 1.8287 0.00 0.00 -0.03
H 4.5587 -0.0181 3.2464 0.01 -0.01 0.01
H 2.4486 1.2648 3.0713 -0.01 -0.01 0.01
N -2.6104 4.3616 -0.6784 -0.02 -0.09 0.05
C -1.3771 4.6844 -1.0990 0.06 0.07 -0.06
N -0.8219 5.7952 -0.5748 -0.09 -0.04 -0.08
S -0.5777 3.7818 -2.2808 0.08 0.02 -0.23
H -2.9000 4.6577 0.2405 -0.02 0.04 -0.02
H -2.9695 3.4718 -0.9944 0.04 0.00 -0.02
H -1.0634 6.0364 0.3773 0.06 0.00 0.01
H 0.1613 5.8885 -0.7731 -0.03 0.02 0.03
```
Positions in Å, forces in eV/Å.

The spin multiplicity is 2. Its expectation value of S² is 0.75. The net charge is -1. The value obtained for the relative energy (zero: lowest compared OMol25 entry of this formula, charge and spin) is 29.6 kJ/mol. As for the LUMO energy: 2.61 eV.


This record from the Open Molecules 2025 dataset describes a molecular structure, C24H21N5OS2SiW. The level of theory is wB97M-V/def2-TZVPD.

```
55
Properties=species:S:1:pos:R:3:forces:R:3
W 0.0871 1.1372 0.4268 -0.41 -0.13 -0.26
O 4.0303 0.4078 -0.7130 -0.01 0.01 0.01
C 2.8384 0.6367 -0.6758 0.07 -0.06 -0.01
N 2.1070 0.8654 0.4519 0.09 0.02 0.11
C 2.8636 0.7798 1.6897 -0.01 -0.02 0.01
C 1.9055 0.7879 2.8368 -0.02 0.02 -0.07
C 2.3182 0.6863 4.1557 0.01 0.00 -0.01
C 1.3757 0.6956 5.1642 0.01 0.00 0.02
C 0.0344 0.8002 4.8210 -0.04 -0.01 -0.01
C -0.3105 0.8855 3.4918 0.02 -0.01 -0.05
N 0.6089 0.8899 2.5058 0.10 0.07 0.29
C 1.9941 0.6824 -1.9085 0.01 0.04 -0.01
C 2.5523 0.4954 -3.1528 -0.01 -0.04 0.04
C 1.7212 0.5140 -4.2602 0.01 0.00 -0.06
C 0.3707 0.7245 -4.0595 -0.05 0.00 0.00
C -0.1117 0.9156 -2.7774 0.02 0.01 0.08
N 0.6849 0.8998 -1.6969 0.00 -0.05 -0.22
H 3.5747 1.6066 1.7773 0.00 0.01 0.00
H 3.4548 -0.1404 1.7062 0.02 0.01 -0.02
H 3.3756 0.6048 4.3690 -0.01 0.00 0.02
H 1.6766 0.6196 6.2002 0.00 0.00 0.00
H -0.7455 0.8104 5.5685 0.02 0.00 0.01
H -1.3397 0.9554 3.1713 -0.01 0.00 0.02
H 3.6186 0.3305 -3.2134 0.00 0.00 0.00
H 2.1177 0.3646 -5.2556 0.00 0.00 0.01
H -0.3307 0.7422 -4.8812 0.02 0.00 -0.01
H -1.1608 1.0860 -2.6002 -0.01 -0.01 0.00
S -2.1814 1.0099 -0.3379 0.16 0.09 0.01
C -2.9910 2.5158 -0.0302 0.21 0.05 0.08
C -4.3381 2.6483 -0.4753 -0.19 0.02 -0.04
N -5.4237 2.7226 -0.8473 0.02 0.00 0.00
C -2.3272 3.5045 0.6147 0.00 -0.24 -0.07
S -0.7062 3.1875 1.1466 -0.01 0.12 0.12
C -2.9011 4.7733 0.9104 -0.07 0.15 0.00
N -3.3429 5.8083 1.1471 0.01 -0.02 0.02
C 0.8744 -2.2472 1.4357 -0.06 -0.04 0.06
Si -0.5819 -1.3318 0.6339 0.04 0.08 0.05
C -2.1076 -1.7490 1.6581 0.06 -0.11 -0.07
C -0.7602 -2.0431 -1.1074 -0.10 0.00 0.01
C -1.9947 -2.1249 -1.7599 0.03 -0.01 -0.01
C -2.0868 -2.5227 -3.0880 0.03 0.00 0.00
C -0.9398 -2.8512 -3.7977 -0.02 0.01 0.02
C 0.2965 -2.7890 -3.1677 -0.02 -0.01 0.01
C 0.3784 -2.3906 -1.8409 0.05 -0.01 -0.03
H 0.6832 -3.3238 1.4178 0.01 0.00 -0.01
H 0.9844 -1.9532 2.4840 -0.01 0.01 -0.02
H 1.8314 -2.0717 0.9402 -0.02 0.02 -0.03
H -2.2238 -2.8349 1.7213 0.00 0.01 0.00
H -3.0185 -1.3304 1.2300 0.01 0.00 -0.01
H -2.0179 -1.3724 2.6793 0.03 0.03 0.01
H -2.9041 -1.8712 -1.2282 0.00 0.01 0.01
H -3.0565 -2.5762 -3.5672 0.00 -0.01 0.00
H -1.0101 -3.1624 -4.8325 0.00 0.00 0.00
H 1.1964 -3.0553 -3.7092 0.00 0.00 0.00
H 1.3574 -2.3527 -1.3717 -0.01 0.01 0.01
```
Positions in Å, forces in eV/Å.

The spin multiplicity is 1. The net charge is 0. The value obtained for the relative energy (zero: lowest compared OMol25 entry of this formula, charge and spin) is 0.0 kJ/mol. As for the LUMO energy: -1.14 eV.


This record from the Open Molecules 2025 dataset describes a molecular structure, C24H21N8O2Rh. The level of theory is wB97M-V/def2-TZVPD.

```
56
Properties=species:S:1:pos:R:3:forces:R:3
Rh 0.0705 -0.1758 -0.0438 0.60 -0.35 -0.37
N 0.2739 3.1786 0.0179 0.01 0.04 -0.11
C -1.0008 2.8010 0.1869 -0.05 -0.11 0.09
N -1.9457 3.7338 0.1157 0.11 -0.02 0.00
C -3.1802 3.2960 0.3387 -0.13 -0.12 0.07
N -4.1763 4.2000 0.3255 0.04 0.02 -0.09
N -3.5284 2.0177 0.5960 0.01 0.24 -0.05
C -2.5234 1.1772 0.6015 -0.21 -0.57 0.09
N -1.2355 1.4926 0.4417 -0.20 0.46 0.05
C -2.8465 -0.2776 0.8028 0.16 0.53 -0.09
C -4.1345 -0.6884 1.0708 -0.18 -0.19 0.06
C -4.3755 -2.0514 1.1926 -0.04 0.19 -0.01
C -3.3208 -2.9341 1.0614 0.14 -0.08 -0.03
C -2.0530 -2.4270 0.8090 0.00 -0.02 0.00
N -1.8290 -1.1268 0.6745 -0.17 -0.08 0.02
H 0.4441 4.1033 -0.3365 0.00 0.01 0.05
H 0.9797 2.4703 -0.0941 0.04 -0.03 0.01
H -3.9724 5.1175 -0.0290 -0.01 0.01 0.03
H -5.1204 3.8595 0.2995 -0.01 -0.01 0.03
H -4.9161 0.0504 1.1616 -0.01 -0.02 -0.01
H -5.3773 -2.4151 1.3796 0.01 0.01 0.02
H -3.4673 -4.0025 1.1408 0.01 0.01 0.02
H -1.1828 -3.0641 0.7030 -0.02 -0.02 -0.02
O -2.5003 0.0654 -2.1350 0.07 -0.01 -0.07
C -1.4551 -0.1648 -2.7267 -0.14 0.05 0.08
N -1.3420 -0.4087 -4.0667 0.05 -0.15 -0.01
C 0.0326 -0.5823 -4.4864 0.01 0.04 0.03
C 0.7437 -0.4347 -3.1061 -0.05 0.05 0.00
O 1.9434 -0.5084 -2.9607 0.01 0.03 0.04
N -0.1970 -0.2104 -2.1457 -0.04 0.05 -0.15
C 0.4367 0.5290 -5.4510 -0.03 -0.01 -0.01
C 1.0086 1.7139 -5.0024 0.01 0.01 0.00
C 1.2732 2.7472 -5.8912 0.00 -0.01 -0.01
C 0.9668 2.6095 -7.2371 0.00 0.00 0.02
C 0.3984 1.4283 -7.6929 0.00 0.00 0.02
C 0.1396 0.3951 -6.8046 0.00 0.01 -0.01
C 0.3343 -1.9673 -5.0406 0.03 0.00 0.06
C -0.5974 -2.9936 -4.9830 -0.02 -0.03 -0.02
C -0.2791 -4.2606 -5.4605 0.00 0.03 0.00
C 0.9771 -4.5112 -5.9873 0.00 0.01 0.00
C 1.9180 -3.4887 -6.0345 -0.02 0.00 0.00
C 1.5993 -2.2257 -5.5655 0.01 0.00 0.00
H -2.1257 -0.3340 -4.6901 -0.01 0.09 0.01
H 1.2654 1.8291 -3.9569 0.00 0.00 -0.01
H 1.7280 3.6611 -5.5301 -0.01 0.00 0.00
H 1.1732 3.4167 -7.9283 0.01 -0.01 0.00
H 0.1617 1.3077 -8.7424 0.00 0.00 0.01
H -0.2882 -0.5324 -7.1676 0.00 0.01 0.00
H -1.5749 -2.8075 -4.5571 0.01 0.00 0.00
H -1.0178 -5.0510 -5.4169 0.00 0.00 0.01
H 1.2262 -5.4979 -6.3562 0.00 0.00 0.00
H 2.9051 -3.6775 -6.4370 -0.01 0.00 0.01
H 2.3354 -1.4325 -5.5923 -0.01 -0.01 0.00
C 1.4961 -1.4905 0.5924 -0.13 -0.22 0.16
H 2.1775 -1.8748 -0.1652 0.01 0.00 0.00
H 1.5829 -1.9534 1.5720 0.14 0.18 0.07
```
Positions in Å, forces in eV/Å.

The spin multiplicity is 5. Its expectation value of S² is 6.01. The net charge is 0. As for the LUMO energy (spin up / spin down): -0.26 / -0.51 eV.


This record from the Open Molecules 2025 dataset describes a molecular structure, C24H22AuN7. The level of theory is wB97M-V/def2-TZVPD.

```
54
Properties=species:S:1:pos:R:3:forces:R:3
Au 0.1682 0.6046 -0.6388 0.12 0.29 0.25
C -2.0335 3.1250 2.2202 0.05 -0.02 -0.04
C -3.3598 3.1037 1.8205 -0.01 -0.03 -0.07
C -3.6962 2.3977 0.6795 0.06 0.04 0.06
C -2.7117 1.7262 -0.0439 -0.07 0.11 -0.02
N -1.4288 1.7316 0.3769 -0.12 -0.14 -0.05
C -1.1063 2.4206 1.4749 -0.06 0.08 0.12
N -3.1703 1.1126 -1.2011 0.08 0.01 0.15
C -2.5090 0.5329 -2.1187 -0.36 0.05 -0.01
N -1.1275 0.3091 -2.1961 0.29 -0.11 -0.12
C -0.8574 -0.3544 -3.3244 -0.30 0.07 0.11
N 0.3226 -0.7815 -3.7739 0.43 -0.04 -0.04
C 1.5399 -0.6057 -3.2344 -0.37 -0.04 -0.22
C 2.6015 -1.0581 -4.0479 0.24 0.00 0.02
C 3.9149 -0.8644 -3.6525 -0.07 0.00 -0.02
C 4.1445 -0.2315 -2.4467 0.03 -0.02 -0.06
C 3.0514 0.1628 -1.6628 -0.05 0.00 0.02
N 1.7955 -0.0190 -2.0277 0.09 -0.06 0.09
C -2.0830 -0.5848 -4.0790 -0.06 -0.04 -0.06
C -2.3078 -1.2056 -5.2980 0.01 0.06 0.10
C -3.6230 -1.2541 -5.7389 -0.08 0.01 0.02
C -4.6619 -0.7025 -4.9860 0.04 -0.04 -0.06
C -4.4293 -0.0801 -3.7629 0.11 0.01 0.03
C -3.1201 -0.0351 -3.3284 0.03 -0.07 -0.12
H -1.7097 3.6731 3.0928 -0.01 0.01 0.01
H -4.1181 3.6342 2.3799 0.00 0.00 0.00
H -4.7079 2.3540 0.3062 -0.02 0.00 0.00
H -0.0650 2.4075 1.7613 0.02 -0.02 -0.01
H 2.3430 -1.5311 -4.9831 -0.02 -0.01 -0.02
H 4.7337 -1.1940 -4.2766 0.00 0.00 0.00
H 5.1456 -0.0403 -2.0880 0.01 0.00 0.01
H 3.2091 0.6362 -0.7026 0.00 -0.01 0.00
H -1.4994 -1.6296 -5.8757 0.02 -0.01 -0.01
H -3.8534 -1.7277 -6.6829 0.00 0.00 -0.01
H -5.6720 -0.7636 -5.3671 -0.01 0.01 0.00
H -5.2329 0.3471 -3.1809 -0.02 0.01 0.01
N 1.4681 0.5685 1.0457 0.08 -0.05 -0.10
C 1.8782 0.1495 2.0515 -0.17 -0.11 -0.15
N 2.3625 -0.3209 3.1426 0.01 0.14 0.19
C 2.4226 0.5093 4.3723 0.08 0.02 -0.06
C 1.4923 -0.0651 5.4266 -0.02 0.06 0.04
C 1.7852 -1.5435 5.6644 0.01 -0.02 0.05
C 1.6900 -2.3375 4.3652 -0.02 -0.06 -0.03
C 2.6278 -1.7693 3.3137 0.09 0.01 -0.08
H 2.1763 1.5340 4.0973 -0.01 0.00 0.05
H 3.4629 0.4894 4.7055 -0.03 0.01 0.04
H 0.4547 0.0652 5.1048 0.00 -0.01 -0.02
H 1.6140 0.5069 6.3472 0.02 0.00 0.00
H 1.0918 -1.9483 6.4008 0.00 0.01 -0.01
H 2.7885 -1.6526 6.0875 0.00 0.00 0.00
H 0.6645 -2.3130 3.9851 0.00 0.00 -0.01
H 1.9427 -3.3854 4.5304 0.02 0.01 0.00
H 2.5201 -2.2490 2.3416 -0.02 -0.03 0.04
H 3.6716 -1.8542 3.6244 -0.02 -0.05 0.01
```
Positions in Å, forces in eV/Å.

The spin multiplicity is 3. Its expectation value of S² is 2.07. The net charge is +2. As for the LUMO energy (spin up / spin down): -6.78 / -9.38 eV.


Q: Among the records above, which one has the lowest net charge?
A: C24H21N5O5S3Yb